No. 1
Entry from OMol25: a cluster of 10 separate species, C29H46Br19NO3 in total in a non-equilibrium geometry (ωB97M-V with the def2-TZVPD basis set).

orbital gap	9.2358	eV
HOMO level	-9.25	eV
structure (SMILES)	O=C(Br)C[C@@H]1C[C@H](c2ccncc2)C(=O)O1.BrCCBr.BrCCBr.BrCCBr.BrCCBr.BrCCBr.BrCCBr.BrCCBr.BrCCBr.BrCCBr

Geometry as ORCA input:
```
! wB97M-V def2-TZVPD RIJCOSX def2/J DEFGRID3
* xyz 0 1
O 3.819 -1.331 -1.088
C 2.755 -0.666 -1.174
Br 1.034 -1.657 -1.225
C 2.881 0.933 -1.276
C 1.878 1.737 -0.304
C 2.707 2.859 0.509
C 2.603 2.362 2.023
C 3.695 1.365 2.619
C 3.670 -0.199 2.412
C 4.799 -0.980 3.105
N 5.897 -0.538 3.878
C 5.968 0.861 4.097
C 4.900 1.797 3.514
C 1.224 1.544 2.005
O 0.407 1.365 2.933
O 1.109 1.011 0.685
H 3.943 1.312 -1.043
H 2.658 1.189 -2.381
H 1.187 2.277 -1.045
H 3.717 3.207 0.107
H 2.117 3.856 0.545
H 2.519 3.160 2.845
H 2.852 -0.702 1.782
H 4.737 -2.124 2.967
H 6.840 1.262 4.728
H 5.016 2.921 3.729
Br -2.140 -3.540 -1.696
C -3.229 -3.015 -3.224
C -2.373 -2.501 -4.351
Br -1.759 -0.686 -3.990
H -3.953 -2.283 -2.865
H -3.758 -3.927 -3.522
H -2.952 -2.429 -5.273
H -1.488 -3.106 -4.531
Br 6.143 -3.514 6.127
C 5.028 -3.295 7.710
C 4.070 -2.142 7.548
Br 4.974 -0.431 7.787
H 5.700 -3.182 8.560
H 4.484 -4.236 7.806
H 3.302 -2.167 8.322
H 3.591 -2.114 6.568
Br -3.118 5.262 -2.455
C -3.419 3.469 -3.156
C -3.341 2.433 -2.063
Br -1.492 2.071 -1.564
H -2.690 3.312 -3.952
H -4.421 3.497 -3.588
H -3.734 1.476 -2.410
H -3.864 2.726 -1.152
Br 0.072 1.346 10.821
C 0.945 0.654 9.222
C 0.454 -0.732 8.886
Br 1.251 -2.069 10.060
H 2.020 0.699 9.402
H 0.685 1.357 8.429
H 0.765 -1.016 7.879
H -0.627 -0.839 8.970
Br -3.919 -5.888 -4.626
C -2.617 -7.027 -5.532
C -1.199 -6.627 -5.206
Br -0.666 -5.035 -6.197
H -2.842 -6.979 -6.598
H -2.824 -8.034 -5.165
H -0.499 -7.402 -5.523
H -1.043 -6.413 -4.149
Br -2.950 -3.623 3.590
C -1.981 -2.269 2.573
C -2.126 -0.904 3.199
Br -3.874 -0.131 2.813
H -2.351 -2.315 1.549
H -0.939 -2.591 2.593
H -1.406 -0.205 2.771
H -2.015 -0.913 4.284
Br -1.713 9.849 -5.778
C -3.575 9.713 -5.223
C -3.866 8.362 -4.619
Br -4.039 6.995 -5.996
H -4.186 9.937 -6.097
H -3.709 10.503 -4.481
H -4.828 8.370 -4.104
H -3.093 8.023 -3.929
Br -6.245 -10.615 -1.700
C -5.028 -10.173 -3.155
C -3.637 -9.893 -2.641
Br -3.526 -8.121 -1.834
H -5.466 -9.332 -3.693
H -5.028 -11.052 -3.803
H -2.919 -9.876 -3.463
H -3.304 -10.607 -1.888
Br 0.414 7.149 -3.840
C 2.147 8.038 -3.905
C 2.335 8.777 -5.207
Br 2.762 7.550 -6.661
H 2.904 7.273 -3.730
H 2.140 8.735 -3.065
H 3.189 9.453 -5.146
H 1.453 9.339 -5.514
*
```

Löwdin population analysis, charges in e, atoms 1 to 8: number 1, O, carries -0.039; number 2, C, carries -0.695; number 3, Br, carries 0.663; number 4, C, carries -0.078; number 5, C, carries -0.296; number 6, C, carries -0.066; number 7, C, carries -0.155; number 8, C, carries -0.090

No. 2
Entry from OMol25: the molecule C4H6N2S2 in a non-equilibrium geometry (ωB97M-V with the def2-TZVPD basis set).

orbital gap	7.7927	eV
HOMO level	-8.57	eV
energy relative to the best compared isomer or geometry (same formula, charge and spin)	69.8	kcal/mol
structure (SMILES)	S=C1CCNNC1=S

Geometry as ORCA input:
```
! wB97M-V def2-TZVPD RIJCOSX def2/J DEFGRID3
* xyz 0 1
C -0.771 0.195 -1.105
C -1.401 0.323 0.466
C 0.719 0.204 -1.050
C 1.252 -0.057 0.342
N -0.865 -0.534 1.384
N 0.343 -1.128 1.000
S -1.729 0.261 -2.396
S -2.122 1.683 0.863
H 0.876 -0.537 -1.928
H 1.059 1.228 -1.453
H 2.310 -0.446 0.354
H 1.177 0.861 0.985
H -0.968 -0.340 2.392
H 0.120 -1.713 0.146
*
```

natural (NBO) population analysis, charges in e, atoms 1 to 8: number 1, C, carries -0.137; number 2, C, carries -0.007; number 3, C, carries -0.562; number 4, C, carries -0.256; number 5, N, carries -0.458; number 6, N, carries -0.422; number 7, S, carries 0.134; number 8, S, carries -0.012

No. 3
Entry from OMol25: the molecule CH2O in a non-equilibrium geometry (ωB97M-V with the def2-TZVPD basis set).

orbital gap	11.1213	eV
HOMO level	-10.31	eV
energy relative to the best compared isomer or geometry (same formula, charge and spin)	0.2	kcal/mol
structure (SMILES)	C=O

Geometry as ORCA input:
```
! wB97M-V def2-TZVPD RIJCOSX def2/J DEFGRID3
* xyz 0 1
C -0.002 0.008 0.007
H -0.206 0.739 0.834
H 0.945 0.165 -0.558
O -0.737 -0.913 -0.283
*
```

Okay, here come the natural (NBO) numbers, in e, for every atom: number 1, C, carries 0.271; number 2, H, carries 0.112; number 3, H, carries 0.108; number 4, O, carries -0.492

No. 4
Entry from OMol25: a structure of composition C23H34BIN13SV (ωB97M-V with the def2-TZVPD basis set).

<S²>	3.76
orbital gap (alpha / beta)	7.3288 / 7.8130	eV
HOMO level (alpha / beta)	-4.88 / -5.37	eV
energy relative to the best compared isomer or geometry (same formula, charge and spin)	15.2	kcal/mol

Geometry as ORCA input:
```
! wB97M-V def2-TZVPD RIJCOSX def2/J DEFGRID3
* xyz -1 4
V -0.120 0.320 0.116
C 1.699 4.069 -1.977
C 0.805 3.775 -0.770
C 0.175 5.053 -0.216
C 1.580 3.056 0.291
C 2.695 3.522 1.011
C 3.046 2.478 1.837
N 2.191 1.467 1.625
N 1.294 1.814 0.677
B 2.211 0.055 2.218
N 2.474 -0.972 1.095
C 3.519 -1.802 1.065
C 3.532 -2.427 -0.155
C 2.436 -1.900 -0.853
N 1.766 -1.031 -0.067
C 2.322 -2.172 -2.339
C 0.965 -2.456 -2.969
C 3.045 -1.053 -3.101
N 0.902 -0.264 2.946
C 0.824 -0.691 4.211
C -0.496 -0.936 4.497
C -1.186 -0.617 3.320
N -0.329 -0.219 2.370
C -2.687 -0.640 3.247
C -3.231 -1.273 1.976
C -3.266 0.757 3.496
H 1.120 4.525 -2.781
H 2.510 4.751 -1.703
H 2.147 3.151 -2.362
H -0.002 3.116 -1.085
H 0.940 5.730 0.176
H -0.370 5.573 -1.006
H -0.527 4.818 0.585
H 3.171 4.484 0.932
H 3.840 2.380 2.560
H 3.111 -0.025 3.013
H 4.187 -1.865 1.908
H 4.247 -3.141 -0.528
H 2.911 -3.085 -2.470
H 0.348 -1.562 -2.976
H 1.117 -2.744 -4.011
H 0.449 -3.278 -2.468
H 2.511 -0.110 -2.996
H 4.057 -0.915 -2.717
H 3.106 -1.294 -4.164
H 1.717 -0.789 4.806
H -0.926 -1.286 5.421
H -2.991 -1.270 4.089
H -2.972 -0.656 1.114
H -2.814 -2.273 1.850
H -4.319 -1.354 2.027
H -2.990 1.436 2.691
H -4.357 0.709 3.545
H -2.896 1.164 4.440
C -4.194 -1.152 -1.564
C -3.658 -2.380 -0.944
N -4.346 -3.429 -0.613
N -3.417 -4.311 -0.137
C -2.156 -3.850 -0.175
S -0.722 -4.572 0.279
N -2.323 -2.605 -0.697
N -1.261 -1.718 -0.805
H -5.276 -1.235 -1.621
H -3.793 -1.023 -2.572
H -3.914 -0.265 -0.992
H -3.688 -5.214 0.200
H -0.427 -2.302 -0.708
H -1.227 -1.311 -1.734
I -2.458 1.909 -0.052
N -0.277 3.583 -5.280
C -0.006 2.581 -4.762
N 0.350 1.405 -4.275
C 0.197 1.100 -3.037
N 0.105 0.685 -1.949
*
```

Löwdin population analysis, charges in e, atoms 1 to 8: number 1, V, carries 0.392; number 2, C, carries -0.061; number 3, C, carries -0.401; number 4, C, carries -0.071; number 5, C, carries -0.259; number 6, C, carries -0.010; number 7, C, carries -0.068; number 8, N, carries -0.017

No. 5
Entry from OMol25: a structure of composition C24H35N2SSn in a non-equilibrium geometry (ωB97M-V with the def2-TZVPD basis set).

orbital gap (alpha / beta)	5.3474 / 5.1719	eV
HOMO level (alpha / beta)	-9.56 / -9.39	eV
energy relative to the best compared isomer or geometry (same formula, charge and spin)	63.0	kcal/mol

Geometry as ORCA input:
```
! wB97M-V def2-TZVPD RIJCOSX def2/J DEFGRID3
* xyz 1 1
C 1.619 -2.816 0.483
C 2.034 -2.029 -0.629
C 1.066 -2.140 -1.622
C 0.047 -2.987 -1.181
C 0.364 -3.425 0.138
Sn -0.449 0.479 1.549
C -3.654 1.383 -1.274
C -3.373 1.116 0.064
H -3.730 1.852 0.793
C -2.819 -0.016 0.746
H -2.421 -0.959 0.178
H -2.995 -0.420 1.804
C -3.654 2.810 -1.833
H -3.157 3.653 -1.290
H -3.286 2.897 -2.828
H -4.705 3.275 -1.905
C -2.997 0.366 -2.182
H -2.142 -0.115 -1.809
H -3.756 -0.464 -2.344
H -2.793 0.754 -3.206
C 3.236 -1.143 -0.645
H 3.260 -0.459 0.219
H 4.160 -1.732 -0.639
H 3.231 -0.520 -1.547
C 1.104 -1.427 -2.948
H 1.456 -0.395 -2.848
H 1.768 -1.949 -3.642
H 0.110 -1.385 -3.408
C -1.226 -3.312 -1.888
H -1.269 -2.779 -2.850
H -1.295 -4.387 -2.094
H -2.121 -3.025 -1.315
C -0.546 -4.120 1.078
H -1.573 -4.070 0.670
H -0.303 -5.159 1.251
H -0.564 -3.596 2.044
C 2.206 -2.797 1.849
H 1.451 -2.503 2.592
H 2.642 -3.740 2.156
H 3.000 -2.024 1.879
C 1.205 1.771 -1.202
C -0.059 2.376 -1.779
C 2.349 2.355 -1.109
C 0.031 2.351 -3.168
H -1.165 2.584 -1.434
C 2.545 2.495 -2.684
H 3.443 2.364 -1.010
C 1.408 2.373 -3.631
H -0.658 2.293 -3.907
H 3.624 2.634 -3.056
H 1.714 2.320 -4.658
S -0.781 -0.790 3.691
C -0.014 0.643 4.281
N 1.302 0.785 4.510
C 1.714 2.137 4.776
C 0.395 2.920 4.653
N -0.540 1.877 4.348
H 1.969 -0.012 4.391
H 2.467 2.484 4.068
H 2.119 2.200 5.785
H 0.436 3.670 3.864
H 0.135 3.406 5.591
H -1.564 2.071 4.111
*
```

natural (NBO) population analysis, charges in e, atoms 1 to 8: number 1, C, carries -0.168; number 2, C, carries 0.131; number 3, C, carries -0.061; number 4, C, carries -0.003; number 5, C, carries 0.075; number 6, Sn, carries 1.144; number 7, C, carries 0.002; number 8, C, carries -0.259

No. 6
Entry from OMol25: a structure of composition H10N4O17Zn3 in a non-equilibrium geometry (ωB97M-V with the def2-TZVPD basis set).

orbital gap	4.6952	eV
HOMO level	-13.97	eV

Geometry as ORCA input:
```
! wB97M-V def2-TZVPD RIJCOSX def2/J DEFGRID3
* xyz 2 1
Zn 9.885 19.012 15.467
Zn 6.196 15.697 16.608
Zn 8.293 19.237 21.062
N 7.924 18.177 17.927
O 7.142 17.269 17.673
O 8.414 18.699 16.964
O 8.202 18.528 19.031
N 10.421 21.101 17.499
O 10.419 20.794 16.278
O 11.260 20.527 18.209
O 9.618 21.833 17.991
N 8.218 16.733 14.197
O 7.316 16.266 14.863
O 9.209 17.378 14.581
O 8.063 16.515 12.994
N 8.809 13.717 16.848
O 8.881 12.612 17.428
O 9.689 14.060 16.082
O 7.855 14.485 16.934
O 6.629 18.339 21.547
H 5.991 18.446 20.842
H 6.259 17.652 22.102
O 11.188 17.710 16.479
H 11.040 17.385 17.368
H 12.047 17.364 16.237
O 8.600 20.062 14.341
H 8.777 20.311 13.434
H 7.645 20.049 14.404
O 9.201 17.545 21.673
H 9.006 16.610 21.729
H 10.106 17.619 21.977
O 7.521 21.090 20.428
H 7.530 21.622 19.632
H 6.785 21.431 20.936
*
```

natural (NBO) population analysis, charges in e, atoms 1 to 8: number 1, Zn, carries 1.761; number 2, Zn, carries 1.767; number 3, Zn, carries 1.811; number 4, N, carries 0.798; number 5, O, carries -0.627; number 6, O, carries -0.508; number 7, O, carries -0.594; number 8, N, carries 0.739

No. 7
Entry from OMol25: a structure of composition C18H23Br30F3N5O in a non-equilibrium geometry (ωB97M-V with the def2-TZVPD basis set).

orbital gap	7.7317	eV
HOMO level	-11.40	eV

Geometry as ORCA input:
```
! wB97M-V def2-TZVPD RIJCOSX def2/J DEFGRID3
* xyz 1 1
N -1.913 1.560 -1.730
N -1.699 2.883 -1.385
C -2.651 3.909 -2.022
C -1.917 4.922 -3.081
C -3.079 5.837 -3.863
F -2.444 7.126 -4.324
F -3.635 5.131 -5.048
F -4.179 6.261 -2.933
C -0.750 3.372 -0.524
N -0.500 4.842 -0.151
C 0.638 4.877 0.864
N 1.033 3.423 1.016
N 0.265 2.558 0.246
C 0.532 1.074 0.344
C 1.432 0.598 -1.124
C 3.059 1.179 -1.170
O 1.813 1.759 -2.084
H -1.152 1.196 -2.345
H -2.099 0.945 -0.908
H -3.504 3.316 -2.600
H -3.166 4.481 -1.139
H -1.222 5.719 -2.537
H -1.301 4.370 -3.935
H 1.080 5.834 1.372
H 1.799 3.181 1.683
H 1.224 0.790 1.245
H -0.420 0.394 0.368
H 1.207 -0.549 -1.584
H 2.930 1.351 0.007
H 3.428 2.260 -1.317
C 3.440 0.771 4.158
Br 4.305 2.241 3.222
Br 2.277 1.405 5.583
Br 2.504 -0.415 2.933
H 4.233 0.182 4.630
C 3.884 -2.949 -1.311
Br 5.342 -1.799 -0.733
Br 3.307 -4.153 0.103
Br 2.399 -1.925 -2.040
H 4.271 -3.573 -2.124
C 1.190 -7.377 -1.946
Br 2.118 -6.438 -3.375
Br 2.417 -8.403 -0.838
Br 0.090 -6.174 -0.885
H 0.513 -8.094 -2.421
C 1.971 -12.373 -1.666
Br 2.639 -11.277 -3.128
Br 3.076 -12.208 -0.074
Br 0.097 -12.012 -1.288
H 2.036 -13.416 -1.993
C 5.394 -12.762 -6.513
Br 6.852 -11.612 -5.935
Br 4.817 -13.966 -5.099
Br 3.909 -11.737 -7.242
H 5.781 -13.385 -7.326
C -5.790 7.238 0.603
Br -4.356 5.937 0.423
Br -5.594 8.312 2.214
Br -5.968 8.345 -0.987
H -6.723 6.674 0.707
C -2.406 10.890 3.414
Br -3.032 10.423 5.196
Br -0.892 12.110 3.475
Br -2.021 9.310 2.346
H -3.225 11.420 2.917
C -9.265 7.649 3.612
Br -10.237 8.951 2.542
Br -10.028 7.460 5.391
Br -9.112 5.936 2.704
H -8.248 8.036 3.739
C 5.384 -7.904 1.696
Br 4.614 -9.670 1.963
Br 4.585 -6.580 2.876
Br 7.323 -7.930 1.844
H 5.146 -7.603 0.670
C -0.869 -2.494 5.335
Br 0.565 -3.796 5.154
Br -0.674 -1.421 6.946
Br -1.047 -1.388 3.745
H -1.802 -3.059 5.438
*
```

Löwdin population analysis, charges in e, atoms 1 to 8: number 1, N, carries 0.082; number 2, N, carries -0.157; number 3, C, carries -0.119; number 4, C, carries -0.045; number 5, C, carries -0.212; number 6, F, carries -0.011; number 7, F, carries 0.010; number 8, F, carries -0.051

No. 8
Entry from OMol25: the molecule C26H33BrN2O7S (ωB97M-V with the def2-TZVPD basis set).

orbital gap	8.5674	eV
HOMO level	-8.15	eV
energy relative to the best compared isomer or geometry (same formula, charge and spin)	0.3	kcal/mol
structure (SMILES)	CCOC(=O)c1c(CSc2ccccc2)n(C)c2cc(Br)c(OC[C@H](O)CNC(CO)(CO)CO)cc12

Geometry as ORCA input:
```
! wB97M-V def2-TZVPD RIJCOSX def2/J DEFGRID3
* xyz 0 1
C 6.391 -1.053 0.306
C 5.010 -1.549 0.687
H 4.907 -2.625 0.503
H 4.797 -1.363 1.746
O 4.047 -0.857 -0.104
C 2.757 -1.140 0.162
O 2.436 -1.929 1.024
C 1.811 -0.408 -0.665
C 2.025 0.486 -1.708
N 0.829 0.920 -2.193
C -0.184 0.349 -1.469
C -1.563 0.488 -1.567
C -2.326 -0.208 -0.657
C -1.774 -1.038 0.338
C -0.403 -1.203 0.399
C 0.394 -0.499 -0.498
H 0.070 -1.847 1.121
O -2.678 -1.614 1.184
C -2.254 -1.976 2.477
H -1.478 -2.753 2.438
H -3.143 -2.391 2.958
C -1.750 -0.765 3.289
O -1.413 -1.148 4.604
H -0.700 -1.797 4.575
H -0.865 -0.345 2.789
C -2.844 0.314 3.391
N -2.373 1.620 3.806
H -1.651 1.493 4.508
C -1.964 2.609 2.818
C -1.552 3.864 3.620
O -2.655 4.507 4.205
H -3.120 3.851 4.738
H -0.820 3.568 4.385
H -1.073 4.593 2.963
C -3.189 2.953 1.931
H -4.090 2.939 2.554
O -3.052 4.187 1.267
H -3.107 4.883 1.935
H -3.306 2.209 1.141
C -0.784 2.207 1.902
O -0.405 3.238 1.027
H -1.219 3.653 0.697
H -1.067 1.317 1.323
H 0.101 1.967 2.501
H -3.552 -0.030 4.153
H -3.374 0.395 2.444
Br -4.217 -0.041 -0.689
H -2.038 1.125 -2.296
C 0.665 1.849 -3.278
H 1.304 1.563 -4.115
H 0.920 2.863 -2.960
H -0.370 1.835 -3.607
C 3.292 0.869 -2.354
H 4.143 0.651 -1.716
H 3.304 1.910 -2.671
S 3.509 -0.107 -3.919
C 3.572 -1.729 -3.178
C 2.396 -2.393 -2.873
C 2.455 -3.617 -2.229
C 3.681 -4.175 -1.912
C 4.853 -3.519 -2.248
C 4.802 -2.290 -2.882
H 5.706 -1.763 -3.148
H 5.810 -3.961 -2.011
H 3.723 -5.127 -1.403
H 1.540 -4.129 -1.973
H 1.443 -1.958 -3.137
H 7.140 -1.565 0.903
H 6.581 -1.249 -0.746
H 6.468 0.017 0.482
*
```

natural (NBO) population analysis, charges in e, atoms 1 to 8: number 1, C, carries -0.624; number 2, C, carries -0.068; number 3, H, carries 0.192; number 4, H, carries 0.191; number 5, O, carries -0.530; number 6, C, carries 0.803; number 7, O, carries -0.622; number 8, C, carries -0.279